# 1
{"formula": "C41H40AlNO4STe", "method": "the ωB97M-V functional and the def2-TZVPD basis", "homo_energy_ev": -7.0, "orbital_gap_ev": 7.47, "de_lowest_kcal_mol": 28.3, "elements": ["Al", "O", "C", "C", "C", "C", "C", "C", "C", "C", "C", "O", "C", "C", "C", "C", "C", "C", "C", "C", "C", "C", "C", "C", "N", "C", "C", "C", "C", "C", "C", "C", "C", "C", "C", "C", "C", "H", "H", "H", "H", "H", "H", "H", "H", "H", "H", "H", "H", "H", "H", "H", "H", "H", "H", "H", "H", "H", "H", "H", "H", "H", "H", "H", "C", "O", "C", "C", "O", "C", "H", "H", "H", "H", "H", "H", "H", "H", "H", "H", "Te", "C", "C", "C", "C", "S", "H", "H", "H"], "positions_angstrom": [[0.494, -0.628, -0.640], [0.168, 0.889, -1.348], [-0.293, 2.080, -1.912], [-1.786, 1.901, -2.342], [-2.674, 1.500, -1.192], [-3.610, 2.354, -0.619], [-4.319, 1.922, 0.492], [-4.071, 0.660, 1.004], [-3.133, -0.144, 0.362], [-2.727, -1.486, 0.902], [-1.356, -1.357, 1.650], [-0.335, -1.200, 0.717], [-1.503, -0.171, 2.614], [-2.291, -0.324, 3.753], [-2.524, 0.749, 4.598], [-1.972, 1.989, 4.313], [-1.188, 2.145, 3.181], [-0.953, 1.070, 2.335], [-1.029, -2.596, 2.486], [0.074, -2.521, 3.336], [0.422, -3.587, 4.145], [-0.331, -4.756, 4.121], [-1.410, -4.851, 3.259], [-1.755, -3.778, 2.444], [-2.486, 0.268, -0.720], [-0.101, 3.243, -0.933], [-0.924, 4.364, -0.911], [-0.683, 5.410, -0.030], [0.412, 5.372, 0.818], [1.269, 4.282, 0.768], [1.009, 3.228, -0.092], [0.545, 2.355, -3.175], [0.758, 1.304, -4.064], [1.585, 1.451, -5.163], [2.224, 2.660, -5.396], [2.008, 3.718, -4.529], [1.172, 3.571, -3.430], [-1.789, 1.114, -3.095], [-2.144, 2.814, -2.815], [-3.802, 3.330, -1.043], [-5.048, 2.570, 0.962], [-4.584, 0.305, 1.887], [-2.590, -2.192, 0.081], [-3.486, -1.853, 1.593], [-2.723, -1.293, 3.976], [-3.144, 0.616, 5.476], [-2.151, 2.828, 4.974], [-0.766, 3.111, 2.942], [-0.353, 1.196, 1.445], [0.656, -1.607, 3.366], [1.271, -3.502, 4.812], [-0.084, -5.583, 4.775], [-2.002, -5.757, 3.229], [-2.610, -3.874, 1.786], [-1.751, 4.458, -1.599], [-1.354, 6.260, -0.014], [0.599, 6.187, 1.506], [2.143, 4.247, 1.408], [1.683, 2.381, -0.132], [0.282, 0.349, -3.874], [1.743, 0.617, -5.836], [2.879, 2.777, -6.250], [2.504, 4.665, -4.698], [1.019, 4.415, -2.772], [-1.267, -1.671, -3.124], [-0.393, -2.067, -2.068], [0.057, -3.408, -2.210], [0.496, -3.889, -0.853], [1.331, -2.901, -0.317], [1.773, -3.243, 0.987], [-2.036, -2.433, -3.276], [-0.716, -1.530, -4.059], [-1.737, -0.756, -2.793], [0.872, -3.455, -2.939], [-0.768, -4.036, -2.555], [1.023, -4.847, -0.930], [-0.378, -4.020, -0.201], [2.621, -3.930, 0.932], [0.967, -3.697, 1.568], [2.079, -2.321, 1.468], [2.949, 0.136, -1.048], [4.692, -0.871, -0.368], [5.793, -1.049, -1.155], [6.907, -1.613, -0.477], [6.653, -1.834, 0.838], [5.056, -1.354, 1.250], [5.796, -0.773, -2.201], [7.849, -1.844, -0.954], [7.295, -2.260, 1.593]], "lowdin_charge": [-0.09, -0.21, -0.39, -0.03, -0.24, -0.01, -0.04, -0.01, -0.26, -0.03, -0.39, -0.07, -0.16, -0.04, -0.08, -0.09, -0.06, 0.00, -0.17, -0.05, -0.07, -0.09, -0.08, -0.04, 0.18, -0.15, -0.04, -0.08, -0.10, -0.07, -0.04, -0.13, -0.04, -0.08, -0.09, -0.07, -0.01, 0.10, 0.12, 0.11, 0.11, 0.12, 0.13, 0.12, 0.12, 0.10, 0.10, 0.10, 0.10, 0.14, 0.11, 0.10, 0.10, 0.11, 0.10, 0.10, 0.10, 0.11, 0.02, 0.09, 0.10, 0.10, 0.10, 0.11, -0.04, -0.20, -0.14, -0.18, -0.25, -0.07, 0.11, 0.10, 0.06, 0.15, 0.14, 0.14, 0.13, 0.11, 0.07, 0.07, 1.15, -0.96, -0.28, -0.21, -0.44, 0.91, 0.09, 0.10, 0.06]}

# 2
{"formula": "C41H40BF4N8ReSbSi", "method": "the ωB97M-V functional and the def2-TZVPD basis", "homo_energy_ev": [-13.2, -13.2], "multiplicity": 4, "orbital_gap_ev": [7.55, 6.24], "de_lowest_kcal_mol": 19.5, "charge": 2, "elements": ["Re", "C", "C", "C", "C", "C", "C", "N", "Sb", "C", "C", "C", "C", "C", "C", "N", "C", "C", "C", "C", "C", "C", "N", "H", "H", "H", "H", "H", "H", "H", "H", "H", "H", "H", "H", "H", "H", "H", "H", "H", "H", "C", "C", "N", "C", "C", "N", "C", "N", "N", "N", "C", "C", "C", "C", "C", "C", "H", "H", "H", "H", "H", "H", "H", "H", "H", "H", "H", "F", "B", "F", "F", "F", "C", "C", "C", "C", "C", "C", "Si", "C", "C", "C", "C", "C", "C", "H", "H", "H", "H", "H", "H", "H", "H", "H", "H", "H"], "positions_angstrom": [[0.538, -0.189, -0.391], [-1.589, -1.751, 1.940], [-0.508, -0.971, 2.620], [-0.482, -0.984, 4.018], [0.478, -0.288, 4.711], [1.406, 0.454, 3.983], [1.347, 0.445, 2.606], [0.418, -0.274, 1.923], [2.727, 1.768, 1.633], [3.449, 0.478, 0.073], [4.824, 0.455, -0.029], [5.420, -0.102, -1.153], [4.602, -0.558, -2.159], [3.215, -0.539, -2.019], [2.397, -1.000, -3.187], [2.648, -0.059, -0.883], [1.310, 2.724, 0.321], [1.212, 4.090, 0.486], [0.452, 4.832, -0.414], [-0.112, 4.177, -1.484], [0.026, 2.793, -1.618], [-0.534, 2.155, -2.847], [0.678, 2.072, -0.686], [-2.538, -1.593, 2.454], [-1.384, -2.823, 2.000], [-1.717, -1.515, 0.892], [-1.238, -1.558, 4.536], [0.504, -0.301, 5.793], [2.162, 1.038, 4.491], [5.431, 0.889, 0.755], [6.496, -0.144, -1.251], [5.020, -0.950, -3.074], [3.062, -1.365, -3.965], [1.816, -0.171, -3.594], [1.704, -1.800, -2.936], [1.732, 4.580, 1.299], [0.345, 5.903, -0.301], [-0.663, 4.713, -2.243], [-0.337, 2.804, -3.699], [-1.618, 2.059, -2.771], [-0.102, 1.176, -3.040], [-1.893, 1.967, 1.324], [-2.283, 1.108, 0.175], [-1.530, 0.250, -0.528], [-2.323, -0.218, -1.571], [-3.525, 0.384, -1.512], [-3.486, 1.213, -0.410], [-4.500, 2.196, -0.075], [-4.122, 3.481, -0.616], [-3.550, 3.567, -1.838], [-3.309, 4.789, -2.108], [-3.746, 5.571, -1.062], [-3.716, 6.959, -0.885], [-4.230, 7.446, 0.292], [-4.765, 6.585, 1.276], [-4.806, 5.220, 1.116], [-4.281, 4.731, -0.085], [-0.876, 1.768, 1.638], [-2.548, 1.793, 2.181], [-1.969, 3.021, 1.048], [-1.967, -0.952, -2.265], [-4.396, 0.297, -2.136], [-4.565, 2.310, 1.007], [-5.456, 1.837, -0.453], [-3.317, 7.609, -1.651], [-4.240, 8.511, 0.472], [-5.168, 7.019, 2.181], [-5.243, 4.579, 1.870], [-0.716, -2.817, -1.198], [-2.009, -3.726, -1.252], [-2.983, -2.879, -1.722], [-2.244, -4.112, 0.039], [-1.684, -4.731, -2.110], [5.508, -3.949, -0.747], [4.605, -4.304, -1.742], [3.280, -3.906, -1.653], [2.848, -3.121, -0.582], [3.762, -2.776, 0.414], [5.083, -3.197, 0.338], [1.077, -2.689, -0.164], [0.541, -4.232, 0.710], [0.619, -4.364, 2.098], [0.376, -5.588, 2.702], [0.072, -6.693, 1.921], [0.028, -6.579, 0.539], [0.269, -5.357, -0.069], [6.537, -4.278, -0.807], [4.931, -4.912, -2.576], [2.584, -4.229, -2.418], [3.450, -2.192, 1.278], [5.777, -2.942, 1.129], [0.330, -0.560, -1.973], [0.877, -3.513, 2.723], [0.429, -5.682, 3.779], [-0.128, -7.647, 2.390], [-0.209, -7.439, -0.072], [0.204, -5.293, -1.147]], "mulliken_spin": [2.54, 0.03, 0.01, -0.01, 0.01, -0.01, 0.04, 0.11, 0.02, 0.01, -0.01, 0.01, -0.01, 0.06, 0.00, 0.05, -0.01, -0.01, 0.01, 0.00, 0.02, 0.03, 0.05, 0.01, 0.00, 0.02, 0.00, 0.00, 0.00, 0.00, 0.00, 0.00, 0.00, 0.00, 0.00, 0.00, 0.00, 0.00, 0.00, 0.00, 0.01, 0.01, 0.00, -0.04, 0.05, -0.01, 0.01, 0.00, 0.00, 0.00, 0.00, 0.00, 0.00, 0.00, 0.00, 0.00, 0.00, -0.01, 0.00, 0.00, -0.01, 0.00, 0.00, 0.00, 0.00, 0.00, 0.00, 0.00, 0.04, 0.00, 0.00, 0.00, 0.00, 0.00, 0.00, -0.01, -0.02, 0.00, 0.00, 0.02, 0.01, -0.02, 0.00, 0.00, 0.00, 0.00, 0.00, 0.00, 0.00, 0.00, 0.00, -0.01, 0.00, 0.00, 0.00, 0.00, 0.00]}

Number 1: maximum force 0.86 eV/Å. Number 2: maximum force 1.45 eV/Å.